[1]
C28H23LuN3O10 as an isolated structure. Source: the Open Molecules 2025 dataset; level of theory: ωB97M-V/def2-TZVPD.

```
65
C28H23LuN3O10 | the Open Molecules 2025 dataset | ωB97M-V/def2-TZVPD
Lu 13.22 12.93 11.36
O 12.32 12.72 9.12
O 10.18 16.22 11.17
O 11.40 14.35 11.39
O 16.85 11.84 9.10
O 13.34 15.85 14.36
O 11.33 11.90 7.25
O 13.59 10.37 9.56
O 13.74 14.09 13.05
O 13.83 14.92 10.07
O 15.08 12.55 10.25
N 13.35 2.58 10.80
N 13.97 11.17 12.75
N 11.40 11.31 11.51
C 14.51 9.18 13.70
C 13.53 6.00 10.65
C 14.78 15.60 10.90
C 12.54 16.48 11.16
C 12.59 10.32 8.60
C 14.06 17.10 9.29
C 11.88 5.41 12.26
C 11.26 15.65 11.31
C 11.40 9.93 11.70
C 13.03 16.13 9.80
C 15.33 10.11 14.27
C 15.33 16.73 10.00
C 13.39 7.34 10.94
C 13.63 9.83 12.83
C 12.51 9.26 12.18
C 13.09 3.68 11.05
C 13.61 15.37 13.28
C 14.99 11.31 13.61
C 13.87 16.21 12.02
C 12.80 5.02 11.31
C 11.80 6.76 12.65
C 15.72 11.71 9.54
C 9.33 10.45 11.06
C 10.14 9.41 11.37
C 12.03 11.78 8.39
C 10.21 11.60 11.15
C 12.49 7.76 11.96
C 14.95 10.46 9.02
H 15.41 12.31 13.78
H 9.85 8.34 11.51
H 13.96 8.08 10.37
H 14.25 5.74 9.87
H 14.20 17.24 12.32
H 14.19 17.09 8.21
H 13.77 18.12 9.54
H 14.89 10.63 7.92
H 11.29 4.64 12.73
H 15.38 9.50 9.21
H 11.05 12.79 7.18
H 12.83 9.87 7.63
H 15.47 14.91 11.28
H 11.08 7.04 13.39
H 15.79 17.41 10.72
H 11.82 9.65 8.92
H 12.22 15.83 9.12
H 16.16 10.00 14.91
H 9.80 12.59 10.92
H 8.27 10.36 10.86
H 12.24 17.51 11.19
H 14.54 8.13 13.79
H 16.12 16.26 9.31
```

Values from the calculation:
net charge = -1
frontier orbital gap = 6.7 eV
ΔE to the lowest compared entry with this formula, charge and spin = 13.8 kcal/mol
2S+1 = 1
energy = -3233.30548 hartree

=====

[2]
C28H23N8O3STl as an isolated structure. Source: the Open Molecules 2025 dataset; level of theory: ωB97M-V/def2-TZVPD.

```
64
C28H23N8O3STl | the Open Molecules 2025 dataset | ωB97M-V/def2-TZVPD
Tl 0.11 0.34 0.41
S 1.87 -2.18 2.70
O 2.53 0.61 1.56
O -2.50 1.20 0.77
O 0.29 -0.73 -2.17
N 4.11 1.07 3.09
N -1.64 -1.86 0.07
N -1.15 1.47 -1.92
N -0.23 -4.34 2.24
N -0.42 1.38 -2.92
N 0.04 3.14 1.71
N 0.60 -2.22 1.58
N 3.32 4.06 4.65
C 2.04 -0.57 -6.85
C 2.38 -5.12 5.41
C 2.81 3.42 3.83
C 0.53 -5.76 4.04
C 0.21 0.07 -3.07
C 1.48 -1.33 -4.65
C 2.27 2.58 2.84
C -1.43 3.79 -2.86
C 1.66 -3.68 3.62
C -3.17 3.28 1.72
C -0.22 -3.18 1.50
C 0.84 -0.12 -4.39
C 0.66 -4.60 3.31
C -1.94 -4.22 -0.04
C 2.51 -3.95 4.67
C -1.67 2.80 -1.75
C 2.95 1.38 2.44
C -2.64 2.40 0.62
C 0.81 0.87 -5.37
C 1.39 -6.02 5.10
C -2.62 -1.71 -0.80
C 1.41 0.64 -6.60
C 2.08 -1.56 -5.87
C -1.31 -3.09 0.47
C -3.32 -2.77 -1.35
C -2.96 -4.05 -0.97
C -2.33 3.14 -0.65
C 1.05 2.91 2.23
H 2.51 -0.75 -7.81
H -2.85 -0.68 -1.07
H -2.41 4.04 1.93
H -1.07 -4.88 2.22
H -1.96 4.71 -2.65
H 3.06 -5.31 6.24
H -1.76 3.39 -3.82
H -3.46 -4.92 -1.38
H 4.54 1.72 3.73
H -2.67 4.17 -0.62
H 1.50 -2.09 -3.87
H -4.08 3.78 1.39
H 1.38 1.41 -7.37
H -0.36 4.00 -2.95
H 3.29 -3.23 4.92
H 2.57 -2.50 -6.07
H -0.26 -6.47 3.79
H 4.65 0.31 2.72
H -4.12 -2.60 -2.05
H -1.62 -5.22 0.24
H 1.28 -6.94 5.67
H 0.33 1.82 -5.17
H -3.36 2.69 2.61
```

Values from the calculation:
frontier orbital gap = 5.4 eV
ΔE to the lowest compared entry with this formula, charge and spin = 9.2 kcal/mol
2S+1 = 1
energy = -2315.21311 hartree

=====

[3]
C28H24BF6LuN8O4S4 as an isolated structure. Source: the Open Molecules 2025 dataset; level of theory: ωB97M-V/def2-TZVPD.

```
76
C28H24BF6LuN8O4S4 | the Open Molecules 2025 dataset | ωB97M-V/def2-TZVPD
Lu 0.50 0.47 0.69
S -1.32 1.14 -1.31
S -0.82 2.46 1.98
S 3.95 -1.98 1.66
S 1.98 -0.17 2.86
F 3.44 0.51 5.02
F 1.60 1.59 4.81
F 4.10 -1.08 -1.02
F 3.52 0.56 0.27
F 5.51 -0.24 0.37
F 1.57 -0.45 5.48
O 3.06 -2.98 1.12
O 0.68 -0.79 2.86
O 1.97 1.09 2.13
O 1.60 -1.02 0.35
N 0.39 4.23 0.31
N 1.61 0.68 -1.63
N -1.29 -1.31 1.15
N -3.73 0.13 -0.75
N -1.75 4.02 -0.06
N 0.80 -1.75 -0.52
N -3.56 2.21 -0.07
N 3.26 -1.01 2.75
C 2.09 1.79 -2.15
C 1.61 -0.44 -2.39
C -0.83 -2.58 1.04
C 2.62 0.78 -4.23
C -0.89 -4.96 1.63
C 0.23 -2.87 0.13
C 0.07 5.08 -0.72
C 2.17 0.40 4.64
C -4.81 1.75 0.23
C -1.26 4.93 -0.94
C 0.13 -5.20 0.75
C 2.63 1.89 -3.43
C 1.90 -1.55 -4.56
C -2.41 -3.34 2.72
C -1.38 -3.65 1.80
C 1.21 -2.63 -4.08
C 4.22 -0.61 0.22
C -2.26 -1.06 2.01
C 0.70 -4.15 0.00
C 2.06 -0.42 -3.74
C -4.93 0.47 -0.19
C 1.07 -1.67 -1.86
C 0.78 -2.69 -2.75
C -2.90 1.20 -0.66
C -2.85 -2.05 2.82
C -0.74 3.58 0.69
C 1.68 4.09 0.93
C -3.40 -1.11 -1.39
B -3.24 3.72 0.16
H -2.46 -1.49 -0.99
H 2.40 4.72 0.40
H -4.20 -1.83 -1.21
H 2.99 0.80 -5.24
H 1.01 -3.47 -4.72
H 1.54 -4.36 -0.64
H -3.51 3.97 1.29
H -2.82 -4.13 3.33
H 0.53 -6.20 0.64
H -2.62 -0.04 2.06
H 0.80 5.69 -1.19
H 2.02 3.04 0.91
H -5.51 2.39 0.73
H 2.30 -1.54 -5.56
H -3.86 4.34 -0.64
H 0.24 -3.56 -2.42
H 3.04 2.83 -3.78
H 1.62 4.40 1.97
H -3.64 -1.77 3.50
H -1.90 5.40 -1.66
H 2.04 2.67 -1.52
H -3.27 -0.95 -2.46
H -5.76 -0.21 -0.14
H -1.32 -5.76 2.22
```

Values from the calculation:
frontier orbital gap = 7.1 eV
ΔE to the lowest compared entry with this formula, charge and spin = 24.6 kcal/mol
2S+1 = 1
energy = -5272.88875 hartree

=====

[4]
C28H24Br2FN8O3V as an isolated structure. Source: the Open Molecules 2025 dataset; level of theory: ωB97M-V/def2-TZVPD.

```
67
C28H24Br2FN8O3V | the Open Molecules 2025 dataset | ωB97M-V/def2-TZVPD
Br -6.51 -4.89 -0.60
Br -0.93 -9.87 1.96
V 0.09 -3.58 -0.15
F -2.50 2.57 -0.59
O 3.94 -2.77 -0.67
O 1.87 -3.57 -0.60
O -0.10 -1.73 -0.95
N 0.67 1.35 2.56
N 2.80 1.12 -0.46
N -0.57 4.55 -0.04
N -0.14 -5.59 0.41
N 0.40 -1.04 3.20
N -1.98 -3.96 -0.52
N -0.15 -2.80 1.61
N -0.46 7.20 -0.47
C -1.66 -7.34 0.92
C 0.49 0.54 -0.79
C 0.70 -7.65 1.27
C 2.20 -1.18 -0.73
C 4.28 2.82 -1.51
C 1.10 2.85 -0.38
C -0.85 0.94 -0.83
C 0.64 6.60 0.39
C 0.12 -1.91 2.33
C -2.85 -3.08 -1.02
C -2.44 -5.13 -0.04
C -4.20 -3.31 -1.08
C 3.11 -0.17 -0.55
C -0.60 -8.14 1.33
C -0.23 3.24 -0.35
C 0.88 -6.36 0.80
C -3.79 -5.44 -0.04
C -1.85 5.14 -0.42
C 1.47 1.51 -0.56
C -4.68 -4.51 -0.57
C -1.19 2.24 -0.61
C 0.53 0.24 2.84
C 0.83 -0.86 -0.85
C 2.76 -2.58 -0.69
C -1.40 -6.06 0.47
C 0.14 5.29 0.99
C -1.82 6.64 -0.15
C 3.88 2.09 -0.23
H -0.25 7.02 -1.46
H -1.63 0.21 -0.98
H -4.16 -6.37 0.35
H 1.86 3.60 -0.22
H -2.67 -7.73 0.96
H 3.44 3.36 -1.94
H 1.87 -5.92 0.73
H 0.98 4.72 1.37
H 4.72 1.54 0.18
H 1.54 -8.25 1.57
H -4.88 -2.58 -1.50
H -2.71 4.74 0.12
H 4.64 2.11 -2.25
H 0.92 7.33 1.15
H 5.08 3.52 -1.30
H -0.51 5.48 1.85
H -0.47 8.21 -0.36
H 1.49 6.42 -0.26
H -2.41 -2.16 -1.39
H -2.56 7.16 -0.75
H 3.56 2.78 0.55
H -2.00 6.88 0.90
H -2.02 4.97 -1.49
H 4.16 -0.43 -0.45
```

Values from the calculation:
net charge = +2
frontier orbital gap (spin up / spin down) = 7.7 / 8.0 eV
ΔE to the lowest compared entry with this formula, charge and spin = 0.0 kcal/mol
2S+1 = 3
expectation value of S² = 2.010
energy = -7936.70187 hartree

=====

[5]
C28H24BrN4O2PPdS as an isolated structure. Source: the Open Molecules 2025 dataset; level of theory: ωB97M-V/def2-TZVPD.

```
62
C28H24BrN4O2PPdS | the Open Molecules 2025 dataset | ωB97M-V/def2-TZVPD
Pd 0.02 -0.67 0.69
Br 1.28 -2.02 -5.63
S 0.82 -2.70 1.31
P -0.13 2.89 0.34
O -1.64 0.58 -2.06
O -0.64 1.45 -0.19
N -0.60 -0.35 2.88
N 0.39 -3.51 3.89
N -0.13 -3.10 5.08
N -0.32 -1.55 3.54
C -1.02 1.47 -1.65
C 0.28 5.25 -2.99
C 1.63 -0.67 -1.74
C 0.30 -2.60 2.92
C 0.34 4.92 -1.64
C -0.08 -2.34 -3.16
C -3.42 4.42 3.06
C 1.90 4.01 1.73
C -0.56 -1.90 4.86
C 3.18 4.07 2.24
C -1.15 3.65 2.81
C -1.22 -1.01 5.85
C 2.30 1.72 1.03
C 3.58 1.78 1.56
C -0.09 3.66 -1.26
C -3.63 4.30 1.69
C 1.85 -0.90 -3.09
C 0.99 -1.72 -3.80
C 1.45 2.82 1.13
C -2.61 3.86 0.87
C -0.30 -2.10 -1.81
C -0.64 3.08 -3.54
C -2.19 4.10 3.62
C -0.57 2.76 -2.20
C -0.21 4.34 -3.93
C 0.53 -1.24 -1.12
C 4.02 2.96 2.15
C -1.37 3.54 1.43
H -1.35 -1.56 6.77
H 0.61 6.22 -3.31
H 1.26 4.87 1.80
H -0.61 -0.13 6.06
H -1.02 2.36 -4.26
H -2.03 4.21 4.68
H -0.24 4.62 -4.97
H -1.14 -2.58 -1.32
H 2.33 -0.04 -1.21
H -0.74 -2.99 -3.72
H -4.59 4.56 1.27
H 5.02 3.01 2.55
H 3.54 4.98 2.70
H -4.22 4.78 3.70
H -1.59 -0.15 2.96
H 0.79 -4.43 3.81
H -0.19 3.42 3.24
H -2.77 3.79 -0.20
H -2.20 -0.68 5.50
H 4.23 0.93 1.49
H -0.08 0.40 3.34
H 1.96 0.80 0.55
H 2.70 -0.45 -3.59
H 0.71 5.64 -0.92
```

Values from the calculation:
net charge = +2
frontier orbital gap = 7.2 eV
ΔE to the lowest compared entry with this formula, charge and spin = 0.0 kcal/mol
2S+1 = 1
energy = -4891.83750 hartree

=====

[6]
C28H24Cl4N4O4SSiV as an isolated structure. Source: the Open Molecules 2025 dataset; level of theory: ωB97M-V/def2-TZVPD.

```
67
C28H24Cl4N4O4SSiV | the Open Molecules 2025 dataset | ωB97M-V/def2-TZVPD
V -0.03 -0.07 0.80
Cl 3.61 3.37 1.45
Cl -0.28 5.63 4.52
Cl -2.20 3.22 3.78
Cl 2.63 5.70 3.35
S -2.59 0.15 -1.00
Si -5.57 -1.67 -0.84
O 0.63 -1.16 1.70
O 1.52 1.26 1.08
O -0.89 1.22 2.01
O -0.18 -2.61 -0.67
N 1.05 -0.31 -1.17
N -0.21 2.02 -0.73
N -1.87 -1.24 1.05
N 1.67 -1.48 -1.48
C -1.95 -2.18 1.98
C 0.83 2.02 -1.57
C 1.20 2.24 1.85
C 0.29 4.35 3.50
C 2.36 0.54 -3.03
C -2.89 -1.03 0.18
C -5.42 -2.99 -2.17
C -0.56 3.27 3.19
C 1.75 -3.85 -1.27
C 0.71 4.41 -1.73
C -3.06 -2.99 2.13
C 3.06 -3.90 -1.74
C 1.33 3.22 -2.09
C -0.81 3.15 -0.41
C -0.14 2.22 2.38
C 1.12 -5.04 -0.92
C 1.78 -6.26 -1.04
C 3.09 -6.29 -1.51
C -5.93 -0.03 -1.67
C -7.12 -2.08 0.18
C 2.02 3.33 2.16
C 0.98 -2.56 -1.10
C -4.13 -2.78 1.27
C 1.57 4.38 2.98
C 1.40 0.70 -1.88
C 3.72 -5.11 -1.86
C -4.09 -1.80 0.30
C -0.38 4.39 -0.89
H -6.89 -0.09 -2.19
H -0.88 5.29 -0.58
H -4.53 -2.80 -2.78
H -7.06 -3.06 0.65
H -8.00 -2.06 -0.46
H 3.53 -2.96 -2.00
H 2.09 -0.35 -3.59
H 4.74 -5.13 -2.23
H 1.10 5.35 -2.10
H -5.02 -3.40 1.37
H 1.28 -7.18 -0.76
H 3.37 0.37 -2.65
H -5.98 0.78 -0.94
H 2.19 3.22 -2.73
H -6.30 -3.01 -2.83
H -5.14 0.22 -2.37
H -1.66 3.05 0.26
H 3.61 -7.24 -1.60
H -3.08 -3.75 2.90
H -7.26 -1.33 0.97
H 2.35 1.40 -3.68
H 0.10 -4.98 -0.55
H -5.30 -3.98 -1.72
H -1.08 -2.29 2.60
```

Values from the calculation:
net charge = -2
frontier orbital gap (spin up / spin down) = 6.1 / 6.1 eV
ΔE to the lowest compared entry with this formula, charge and spin = 6.1 kcal/mol
2S+1 = 2
expectation value of S² = 0.764
energy = -5074.06854 hartree

=====

[7]
C28H24N3O2S6V as an isolated structure. Source: the Open Molecules 2025 dataset; level of theory: ωB97M-V/def2-TZVPD.

```
64
C28H24N3O2S6V | the Open Molecules 2025 dataset | ωB97M-V/def2-TZVPD
V -0.31 0.44 -0.49
S -4.09 2.33 3.33
S -1.30 2.47 -0.04
S -3.30 4.68 4.96
S 3.11 -1.51 -2.06
S -1.96 4.01 2.38
S -4.06 0.52 0.95
O -0.18 -0.50 1.01
O 1.25 1.03 1.66
N 2.84 0.65 -0.52
N -6.11 -2.95 -3.51
N 1.06 0.08 -1.95
C -1.81 -0.43 -1.45
C -0.65 1.02 5.48
C 1.82 -1.77 -3.20
C -3.12 3.73 3.63
C -3.05 -2.48 -1.88
C 0.02 1.09 4.27
C -0.29 -1.70 -4.94
C -2.28 2.57 1.41
C -0.69 -1.19 3.79
C -4.79 -0.48 2.28
C -2.77 0.26 -2.21
C 2.25 -0.13 -1.43
C 0.64 -2.74 -5.02
C -0.59 -2.49 3.03
C 1.72 -2.77 -4.16
C -2.23 -0.08 7.09
C -5.17 -2.42 -3.11
C -3.32 1.83 1.84
C -3.85 -0.38 -2.77
C -0.19 -0.72 -3.97
C -1.39 -0.09 5.84
C -4.01 -1.76 -2.59
C 0.84 -0.79 -3.04
C -1.97 -1.81 -1.33
C -0.07 0.01 3.37
C -1.34 -1.21 5.01
C 0.40 0.20 1.97
C 0.84 2.33 4.02
H -3.17 -3.55 -1.75
H -0.91 0.08 -3.93
H -5.14 -1.39 1.80
H -1.61 -0.20 7.98
H -4.58 0.17 -3.35
H 0.76 2.70 3.00
H -1.10 -1.66 -5.66
H -4.04 -0.71 3.03
H -2.75 0.88 7.18
H 3.73 0.35 -0.16
H -1.84 -2.12 5.33
H -2.97 -0.88 7.07
H 2.25 1.15 0.16
H -0.86 -2.39 1.99
H -1.24 -3.24 3.49
H -0.60 1.86 6.16
H -5.63 0.05 2.73
H 1.90 2.11 4.19
H 0.52 -3.51 -5.76
H 2.48 -3.54 -4.23
H 0.55 3.12 4.71
H -1.23 -2.39 -0.78
H 0.43 -2.86 3.08
H -2.67 1.34 -2.34
```

Values from the calculation:
frontier orbital gap (spin up / spin down) = 7.1 / 7.2 eV
ΔE to the lowest compared entry with this formula, charge and spin = 21.1 kcal/mol
2S+1 = 3
expectation value of S² = 2.020
energy = -4729.33118 hartree